Molecular formula: C30H73BrNO23S7
Method: DFT, ωB97M-V/def2-TZVPD

The geometry in XYZ format:
```
135
C30H73BrNO23S7 ωB97M-V/def2-TZVPD
C 4.97445 2.31680 -2.63967
C 5.33611 0.98040 -1.83933
C 4.11120 -0.00446 -1.94513
Br 2.87599 0.43793 -0.46935
C 4.51664 -1.52011 -2.03051
N 3.46491 -2.44930 -1.52171
C 2.51156 -2.84897 -2.58745
C 1.00162 -2.44177 -2.32900
C 0.63279 -2.19009 -0.82251
C 0.60293 -1.18074 -3.21386
C 5.82377 -1.85952 -1.18686
O 6.68255 -2.58085 -1.76574
O 5.95878 -1.41699 -0.00255
H 5.23708 3.18144 -1.97923
H 5.56622 2.41716 -3.58298
H 3.88594 2.39681 -2.86277
H 6.25268 0.50834 -2.28163
H 5.54522 1.27799 -0.78351
H 3.58156 0.24831 -2.90243
H 4.79558 -1.72507 -3.09702
H 3.99864 -3.28964 -1.28031
H 2.80817 -2.37547 -3.56451
H 2.56064 -3.96076 -2.73430
H 0.37473 -3.29932 -2.68697
H 0.46050 -1.10154 -0.62628
H 1.34640 -2.63044 -0.09122
H -0.37388 -2.67195 -0.65609
H 0.06696 -1.57581 -4.11526
H 1.52150 -0.66511 -3.58956
H -0.03726 -0.48576 -2.63050
O -1.96421 -4.98813 0.72859
S -1.15846 -5.76567 -0.16880
O -0.79325 -5.27914 -1.46344
O -1.80924 -7.22298 -0.32740
C -3.18724 -7.30847 -0.72268
C -3.36590 -7.05206 -2.20640
C 0.30795 -6.27061 0.67336
H -3.79993 -6.62592 -0.12864
H -3.51525 -8.32210 -0.48957
H -3.13491 -6.01615 -2.45640
H -4.39564 -7.25045 -2.50767
H -2.69441 -7.68478 -2.79032
H 0.03353 -6.68824 1.63965
H 0.93303 -5.38826 0.80738
H 0.82743 -7.00666 0.06343
O 2.34414 6.11677 1.05811
S 1.60665 4.89565 0.90363
O 1.13661 4.46374 -0.37735
O 0.36729 4.90474 1.93188
C -0.53140 6.01857 1.90446
C -1.49068 5.93731 0.73219
C 2.50611 3.57731 1.65653
H 0.02216 6.96101 1.89705
H -1.09922 5.98549 2.83567
H -0.96428 6.06172 -0.21505
H -2.24940 6.71902 0.80310
H -1.98294 4.96365 0.70431
H 2.81886 3.88856 2.65115
H 3.37674 3.36904 1.03634
H 1.86726 2.69804 1.70559
O -3.29261 0.22390 2.16499
S -3.88414 -1.08040 2.09553
O -5.03838 -1.33842 1.28123
O -4.17626 -1.59812 3.58967
C -4.94666 -0.76188 4.45848
C -6.42800 -0.82481 4.13540
C -2.64564 -2.26320 1.68395
H -4.57857 0.26676 4.42608
H -4.78295 -1.13069 5.47154
H -6.63756 -0.37606 3.16353
H -7.00770 -0.28717 4.88808
H -6.76985 -1.86062 4.09493
H -1.78156 -2.11033 2.32689
H -2.37026 -2.10801 0.64185
H -3.05621 -3.26039 1.81461
O 10.70809 1.38430 2.24602
S 11.51844 0.59853 1.36101
O 11.91128 1.08519 0.07131
O 10.86409 -0.84732 1.19686
C 9.48211 -0.94129 0.77930
C 9.31996 -0.69678 -0.70384
C 12.96851 0.07721 2.22679
H 8.85968 -0.25943 1.36165
H 9.15480 -1.95359 1.01298
H 9.54965 0.34055 -0.95848
H 8.29414 -0.90468 -1.01061
H 10.00023 -1.33000 -1.27714
H 12.67443 -0.33768 3.18826
H 13.60114 0.95166 2.37149
H 13.48932 -0.66437 1.62472
O -1.27640 7.28588 6.44246
S -1.88498 5.99061 6.35991
O -3.04374 5.75264 5.55137
O -2.17325 5.45602 7.84695
C -2.93339 6.28725 8.73150
C -4.41651 6.23989 8.41518
C -0.64902 4.80355 5.93345
H -2.55737 7.31317 8.71083
H -2.76724 5.90377 9.73858
H -4.62768 6.70293 7.45054
H -4.98802 6.77188 9.17795
H -4.76660 5.20762 8.36272
H 0.21458 4.94704 6.57898
H -0.37298 4.97000 4.89278
H -1.06430 3.80503 6.05342
O -5.52175 -4.52301 -1.35030
S -6.62307 -3.71505 -1.79211
O -7.69228 -4.27001 -2.57153
O -6.04940 -2.42101 -2.54531
C -5.12796 -2.61113 -3.62985
C -5.83341 -3.04723 -4.89961
C -7.31110 -2.87001 -0.40411
H -4.34593 -3.32064 -3.34796
H -4.64372 -1.64914 -3.79968
H -6.25032 -4.05003 -4.79363
H -5.13690 -3.05737 -5.73961
H -6.66117 -2.37470 -5.13094
H -6.50208 -2.40790 0.15687
H -7.82732 -3.60562 0.21128
H -8.01688 -2.12232 -0.76050
O -1.92868 0.62950 -3.87991
S -3.03998 1.43949 -4.27635
O -4.13327 0.89690 -5.03176
O -2.48973 2.74724 -5.02567
C -1.60267 2.56931 -6.13688
C -2.34631 2.14962 -7.39104
C -3.68995 2.25855 -2.85396
H -0.81424 1.85511 -5.88693
H -1.12164 3.53247 -6.30819
H -2.76152 1.14661 -7.28480
H -1.67507 2.14825 -8.25171
H -3.17960 2.82603 -7.58981
H -2.86867 2.71351 -2.30402
H -4.18652 1.50966 -2.23832
H -4.40690 3.01032 -3.17793
```

The calculation puts the max |F| at 1.677 eV Å⁻¹. For the LUMO energy, the calculation gives 1.60 eV. As for the total charge: -1. For the total energy, the calculation gives -226764.342 eV. The calculation puts the HOMO energy at -4.85 eV.

Molecular formula: C10H17F3N3OsS2
Method: DFT, ωB97M-V/def2-TZVPD

The geometry in XYZ format:
```
36
C10H17F3N3OsS2 ωB97M-V/def2-TZVPD
Os 0.15092 0.19305 0.01768
C 2.34781 -2.01671 0.00206
C 2.67484 -1.05207 1.11939
N 1.43375 -0.46752 1.70628
C 0.72910 -1.30353 2.72447
C -0.12200 -2.42363 2.15158
S -1.13882 -1.93029 0.71348
C -0.50632 -3.03495 -0.60153
C 0.48399 -2.42028 -1.58937
N 1.38561 -1.40575 -0.96490
H 1.89565 -2.92629 0.38767
H 3.25954 -2.31588 -0.51426
H 3.26454 -0.21830 0.73376
H 3.26972 -1.54294 1.89128
H 1.70763 0.38249 2.19399
H 0.10217 -0.61923 3.28996
H 1.46187 -1.72689 3.41459
H -0.82028 -2.75564 2.91814
H 0.45955 -3.29385 1.85700
H -1.38111 -3.38398 -1.14785
H -0.10152 -3.90298 -0.08440
H -0.04915 -1.91453 -2.38771
H 1.07911 -3.21724 -2.04110
H 1.91111 -0.98484 -1.72821
F -1.49365 2.51152 0.81552
C -0.39648 1.84559 1.18476
F 0.63659 2.72867 1.19834
F -0.59247 1.46247 2.47153
C 0.08245 5.23295 -2.11815
C -0.07188 3.79526 -1.93206
N -0.21238 2.66227 -1.78867
H 0.15178 5.70712 -1.13856
H -0.80098 5.61091 -2.63383
H 0.97603 5.44899 -2.70166
S -1.40536 0.35730 -2.48965
C -0.38244 1.32564 -1.62887
```

The calculation puts the max |F| at 0.980 eV Å⁻¹. Its spin multiplicity is 6. For the LUMO energy (spin up / spin down), the calculation gives -5.92 / -9.35 eV. As for the total charge: +2. For the total energy, the calculation gives -47386.817 eV. The calculation puts the HOMO energy (spin up / spin down) at -13.82 / -16.40 eV.

Molecular formula: C17H23N5S
Method: DFT, ωB97M-V/def2-TZVPD

The geometry in XYZ format:
```
46
C17H23N5S ωB97M-V/def2-TZVPD
C 4.52312 -1.02102 3.27980
C 4.46746 0.31772 2.64360
C 4.96306 0.56919 1.18936
C 6.48884 0.64604 1.12182
C 7.10498 1.11799 -0.24848
S 4.18726 -0.58318 -0.10607
C 2.61787 0.27248 -0.23850
N 2.33562 1.45463 0.24616
C 0.93048 1.59602 0.19240
C 0.00391 2.61560 0.61150
C -1.38669 2.34190 0.48952
C -2.36428 3.24378 0.95589
N -3.06457 4.11752 1.28615
C -1.81775 1.11524 -0.16370
N -3.16587 0.73714 -0.18981
C -4.10529 1.02037 -1.29611
C -4.91563 -0.26283 -1.50370
N -5.78990 -0.41524 -0.32417
C -4.95877 -0.58429 0.95417
C -3.66439 0.01949 1.02233
C -0.94472 0.21286 -0.66836
C 0.44987 0.43192 -0.47221
N 1.50739 -0.39137 -0.70180
H 5.54148 -1.21127 3.65516
H 3.82403 -1.04427 4.13167
H 4.28216 -1.72746 2.45297
H 3.35950 0.61383 2.68610
H 5.00211 1.01860 3.34909
H 4.72851 1.57654 0.92695
H 6.88836 -0.24070 1.58356
H 6.70116 1.46330 1.87124
H 8.09576 1.48361 -0.15816
H 6.57432 1.85826 -0.76181
H 7.17328 0.18155 -0.83573
H 0.24171 3.54943 0.98227
H -4.82191 1.79885 -1.15014
H -3.58345 1.12835 -2.18476
H -5.53874 -0.00294 -2.30216
H -4.28553 -1.04649 -1.82617
H -6.45487 0.36720 -0.33292
H -5.51885 -0.25695 1.80268
H -4.90241 -1.68117 1.05893
H -3.63467 0.84918 1.77843
H -2.87847 -0.65931 1.33065
H -1.34601 -0.79328 -0.94174
H 1.49266 -1.45468 -0.85375
```

The calculation puts the max |F| at 5.359 eV Å⁻¹. For the LUMO energy, the calculation gives 0.28 eV. As for the total charge: 0. For the total energy, the calculation gives -36285.434 eV. The calculation puts the HOMO energy at -8.00 eV.

Molecular formula: C48H41AlNO6
Method: DFT, ωB97M-V/def2-TZVPD

The geometry in XYZ format:
```
97
C48H41AlNO6 ωB97M-V/def2-TZVPD
C -4.11123 -3.00707 5.91171
C -3.51026 -4.24682 6.59718
C -1.98826 -4.29631 6.52519
C -1.36218 -5.51802 7.19230
C 0.05058 -5.75621 6.62931
Al -1.21848 -5.27414 9.20725
C 0.45420 -4.21224 9.67885
N 0.89537 -3.17297 8.68303
H -3.31797 -2.36134 5.52387
H -4.70573 -2.40312 6.59853
H -4.74655 -3.27022 5.06375
H -3.79685 -4.26696 7.64992
H -3.91333 -5.15677 6.14233
H -1.60284 -3.37570 6.98414
H -1.70422 -4.23658 5.45538
H -1.97990 -6.39423 6.95619
H 0.54098 -4.79475 6.45540
H 0.03973 -6.30102 5.67351
H 0.70308 -6.30545 7.31566
H -2.54602 -4.47361 9.76198
H -1.10867 -6.74270 9.94171
H 1.28577 -4.90580 9.84731
H 0.28762 -3.72907 10.65208
H 0.67385 -2.24617 9.01934
H 1.89671 -3.20447 8.54461
C -3.20505 1.95816 -1.97956
C -2.70329 3.01126 -1.22160
C -1.98323 2.75551 -0.06663
C -1.76869 1.44414 0.34195
C -2.27741 0.38809 -0.41536
C -2.98994 0.65065 -1.57915
C -2.07471 -1.03238 0.00337
O -2.49956 -1.94551 -0.67174
C -1.34394 -1.27735 1.27741
C -1.18327 -2.58453 1.72094
C -0.50208 -2.83759 2.89944
C 0.02407 -1.78782 3.64191
C -0.13563 -0.48282 3.20837
C -0.81831 -0.21983 2.02558
C -0.97888 1.19297 1.58436
O -0.48456 2.11242 2.20454
H -3.75241 2.14941 -2.89309
H -2.87132 4.03311 -1.53671
H -1.58046 3.55951 0.53424
H -3.37045 -0.17781 -2.16143
H -1.60262 -3.39021 1.13430
H -0.38777 -3.85292 3.25550
H 0.54458 -1.99534 4.56797
H 0.25618 0.34682 3.78124
C -4.98502 0.77612 -9.81468
C -5.68676 0.62646 -8.62342
C -5.01274 0.63643 -7.41462
C -3.63215 0.79214 -7.39237
C -2.92654 0.93472 -8.58763
C -3.60950 0.92978 -9.79766
C -1.44057 1.08758 -8.59893
O -0.83685 1.23049 -9.64090
C -0.73433 1.06102 -7.28753
C 0.64982 1.18135 -7.26321
C 1.32069 1.17968 -6.05279
C 0.61596 1.05322 -4.86108
C -0.76236 0.92750 -4.87769
C -1.44227 0.93188 -6.09023
C -2.92802 0.80796 -6.07842
O -3.54054 0.72957 -5.03505
H -5.51456 0.77093 -10.75849
H -6.76148 0.50106 -8.64004
H -5.53962 0.52367 -6.47702
H -3.04637 1.04542 -10.71352
H 1.18172 1.28246 -8.19929
H 2.39836 1.27566 -6.02777
H 1.14733 1.05335 -3.91805
H -1.32585 0.83039 -3.95923
C 7.70665 5.18623 -3.57343
C 7.27222 4.13995 -4.38023
C 6.30231 3.26589 -3.92140
C 5.76469 3.43090 -2.65062
C 6.20542 4.47612 -1.83859
C 7.17514 5.35437 -2.30662
C 5.65692 4.67284 -0.46235
O 6.03249 5.59368 0.23096
C 4.63896 3.69793 0.01956
C 4.12374 3.83969 1.30262
C 3.16536 2.95412 1.76511
C 2.71820 1.92023 0.95015
C 3.22828 1.77294 -0.32758
C 4.18895 2.65945 -0.79895
C 4.71219 2.48234 -2.18133
O 4.28880 1.60642 -2.90607
H 8.46268 5.87070 -3.93557
H 7.69273 4.00790 -5.36864
H 5.94926 2.44765 -4.53396
H 7.50032 6.16070 -1.66364
H 4.48090 4.65119 1.92156
H 2.75930 3.06780 2.76142
H 1.96817 1.23170 1.31502
H 2.89133 0.97418 -0.97417
```

The calculation puts the max |F| at 0.330 eV Å⁻¹. For the LUMO energy, the calculation gives -0.06 eV. As for the total charge: -1. For the total energy, the calculation gives -70815.783 eV. The calculation puts the HOMO energy at -4.00 eV.

Molecular formula: C5H9N2O
Method: DFT, ωB97M-V/def2-TZVPD

The geometry in XYZ format:
```
17
C5H9N2O ωB97M-V/def2-TZVPD
C -1.71452 1.40401 0.40885
C -0.49325 1.99755 0.77319
C -1.47914 0.84269 -0.83218
C 0.31433 1.96222 -0.29527
C 0.38126 -1.17339 0.28503
N 1.32934 -0.87767 -0.56943
N -0.27021 -2.27669 0.11660
O -0.17678 1.13951 -1.24806
H -2.59486 1.17968 1.02612
H -0.35920 2.64800 1.56693
H -2.08786 0.32875 -1.49917
H -0.00966 -0.44291 0.93431
H 2.03197 -0.14034 -0.65380
H 1.51099 -1.73157 -1.11720
H -0.96822 -2.40411 0.75999
H 0.00646 -3.03305 -0.50686
H 1.34662 2.21679 -0.62832
```

The calculation puts the max |F| at 3.133 eV Å⁻¹. For the LUMO energy, the calculation gives -3.62 eV. As for the total charge: +1. For the total energy, the calculation gives -10350.656 eV. The calculation puts the HOMO energy at -12.76 eV.